{"formula": "C5H9NO", "method": "ωB97M-V/def2-TZVPD", "smiles": "C/C(O)=C1/CN1C", "max_force_ha_per_bohr": 0.008, "gap_ev": 8.866, "homo_ev": -7.9869, "e_above_lowest_kcal_mol": 80.45, "elements": ["C", "C", "O", "C", "C", "N", "C", "H", "H", "H", "H", "H", "H", "H", "H", "H"], "coordinates": [[2.32, 0.01, -0.27], [1.06, 0.82, -0.18], [1.17, 2.18, -0.23], [-0.12, 0.31, 0.11], [-1.16, 0.34, 1.13], [-0.74, -0.91, 0.42], [-1.72, -1.32, -0.58], [2.99, 0.28, -1.09], [2.87, 0.15, 0.67], [2.02, -1.04, -0.32], [0.25, 2.49, -0.29], [-2.18, 0.70, 1.00], [-0.81, 0.35, 2.16], [-2.41, -2.01, -0.10], [-1.22, -1.84, -1.40], [-2.30, -0.49, -1.02]], "lowdin_charge": [-0.009, -0.333, 0.041, -0.253, -0.071, -0.088, -0.107, 0.080, 0.096, 0.085, 0.109, 0.100, 0.110, 0.078, 0.079, 0.082]}

---

{"formula": "C5H9NO", "method": "ωB97M-V/def2-TZVPD", "max_force_ha_per_bohr": 0.020, "gap_ev": [8.247, 8.248], "homo_ev": [-8.0555, -8.0557], "e_above_lowest_kcal_mol": 99.49, "elements": ["C", "C", "C", "C", "O", "C", "N", "H", "H", "H", "H", "H", "H", "H", "H", "H"], "coordinates": [[-1.45, -1.05, 0.53], [-0.57, 0.00, -0.15], [-0.75, 0.03, -1.66], [1.66, 0.28, 0.76], [2.87, -0.25, 0.97], [-0.55, 1.27, 0.48], [-0.16, 2.20, 1.06], [-1.17, -2.05, 0.21], [-1.38, -0.99, 1.62], [-2.52, -0.92, 0.27], [-1.80, 0.16, -1.95], [-0.42, -0.92, -2.11], [-0.19, 0.84, -2.13], [1.62, 1.09, 0.05], [1.06, 0.22, 1.65], [3.53, 0.13, 0.36]], "lowdin_charge": [-0.087, -0.365, -0.089, -0.030, 0.021, -0.326, 0.143, 0.077, 0.077, 0.083, 0.083, 0.076, 0.075, 0.071, 0.075, 0.116]}

---

{"formula": "C5H9NO", "method": "ωB97M-V/def2-TZVPD", "smiles": "C[C@H](C#N)CC=O.[H][H]", "max_force_ha_per_bohr": 0.026, "gap_ev": 10.990, "homo_ev": -10.2244, "e_above_lowest_kcal_mol": 68.94, "elements": ["C", "C", "C", "N", "C", "C", "O", "H", "H", "H", "H", "H", "H", "H", "H", "H"], "coordinates": [[1.19, 1.76, 0.25], [0.13, 0.66, 0.43], [0.50, -0.24, 1.53], [0.80, -0.97, 2.38], [-0.11, -0.12, -0.86], [-1.36, -0.97, -0.83], [-2.26, -0.81, -0.05], [0.89, 2.44, -0.56], [2.16, 1.32, -0.01], [1.31, 2.34, 1.16], [-0.83, 1.11, 0.71], [-0.38, 0.58, -1.66], [0.79, -0.65, -1.20], [-1.42, -1.71, -1.67], [-0.43, -2.50, 0.02], [-1.01, -2.23, 0.37]], "lowdin_charge": [-0.060, -0.362, -0.210, 0.163, -0.149, -0.394, 0.003, 0.083, 0.088, 0.086, 0.146, 0.133, 0.136, 0.126, 0.109, 0.101]}